Record 1
{"formula": "C7H12N2O", "method": "the ωB97M-V functional and the def2-TZVPD basis", "e_above_lowest_kcal_mol": 116.3, "fmax_ev_per_a": 5.74, "orbital_gap_ev": [7.19, 7.20], "e_lumo_ev": [0.5, 0.5], "energy_ev": -12476.5175, "elements": ["C", "C", "C", "C", "C", "C", "C", "N", "N", "O", "H", "H", "H", "H", "H", "H", "H", "H", "H", "H", "H", "H"], "coordinates": [[1.3455, -0.7808, -0.3563], [2.5523, -0.1625, -0.0179], [3.6881, -0.7787, 0.3963], [-1.2537, -0.3271, 1.3580], [-1.7089, 1.6265, -0.1047], [-1.6914, -0.7402, -1.0727], [-1.0758, 0.2398, -0.0814], [1.0160, 1.4547, -0.2316], [0.3790, 0.3428, -0.3536], [2.3029, 1.1742, -0.0734], [1.1234, -1.7507, -0.5876], [4.6255, -0.2394, 0.4344], [3.7564, -1.8732, 0.1527], [-0.8334, -1.3857, 1.2737], [-0.7849, 0.3353, 2.0311], [-2.3144, -0.2275, 1.5870], [-2.4416, 1.8116, 0.7564], [-2.1432, 1.8824, -1.0408], [-0.8791, 2.4055, -0.0207], [-1.3074, -1.7002, -1.0127], [-2.7419, -0.8967, -0.8892], [-1.6135, -0.4102, -2.1468]], "forces_ev_per_angstrom": [[-2.89, 4.95, 0.33], [0.30, -1.91, 0.14], [0.57, -0.45, -1.07], [0.25, -1.35, -2.17], [0.96, 1.83, 1.30], [-0.63, 1.90, -1.57], [-0.95, 0.01, 0.32], [-1.81, 0.23, 0.45], [3.77, -3.10, 0.19], [1.31, 0.73, -0.04], [-0.82, -2.01, -0.30], [-0.07, 0.03, 0.23], [-0.16, 1.23, 0.55], [-0.75, 1.40, 1.04], [1.09, 0.34, 0.97], [-0.05, -0.73, -0.07], [1.00, -0.45, -1.38], [-0.75, -0.09, -0.79], [-1.21, -0.99, 0.29], [1.26, -1.85, 0.22], [-0.51, 0.39, 0.30], [0.10, -0.11, 1.07]]}

Record 2
{"formula": "C6H10", "method": "the ωB97M-V functional and the def2-TZVPD basis", "e_above_lowest_kcal_mol": 31.3, "fmax_ev_per_a": 0.94, "smiles": "C[C@@]12CC[C@@H]1C2", "orbital_gap_ev": 10.43, "e_lumo_ev": 1.2, "energy_ev": -6382.5037, "elements": ["C", "C", "C", "C", "C", "C", "H", "H", "H", "H", "H", "H", "H", "H", "H", "H"], "coordinates": [[1.8446, -0.2700, 0.3173], [0.4372, 0.0648, -0.0378], [-0.1097, 1.4689, -0.0190], [-0.7493, 0.4251, 0.8356], [-1.6416, -0.4603, -0.0494], [-0.4072, -0.8756, -0.8830], [2.2338, 0.4004, 1.0882], [2.4717, -0.1912, -0.5780], [1.8945, -1.3027, 0.6812], [0.5321, 2.1848, 0.4924], [-0.6917, 1.8975, -0.8360], [-0.7640, 0.4806, 1.9227], [-2.1297, -1.2552, 0.5228], [-2.3303, 0.0165, -0.7421], [-0.4130, -0.6469, -1.9580], [-0.1773, -1.9367, -0.7571]], "forces_ev_per_angstrom": [[0.12, 0.03, 0.06], [0.28, -0.09, -0.06], [0.06, 0.11, -0.13], [-0.12, -0.11, 0.16], [-0.10, -0.12, -0.16], [0.06, -0.11, -0.13], [0.07, -0.08, -0.07], [0.08, -0.01, 0.17], [0.11, 0.15, 0.00], [-0.13, -0.15, -0.07], [0.20, -0.16, -0.01], [-0.17, 0.02, -0.27], [0.08, 0.03, -0.37], [-0.60, 0.42, 0.59], [-0.18, -0.09, 0.20], [0.26, 0.16, 0.07]]}

Record 3
{"formula": "C4H5NOS", "method": "the ωB97M-V functional and the def2-TZVPD basis", "e_above_lowest_kcal_mol": 115.0, "fmax_ev_per_a": 5.82, "orbital_gap_ev": 7.85, "e_lumo_ev": -1.4, "energy_ev": -18596.9324, "elements": ["C", "C", "C", "C", "H", "H", "H", "H", "H", "N", "O", "S"], "coordinates": [[2.8413, -0.6601, 0.0632], [1.4599, -0.0812, -0.1564], [-0.6992, 0.0482, -0.0793], [-0.3012, 1.2256, 0.2278], [3.4218, -0.1174, 0.9542], [3.7983, -0.4788, -0.7252], [2.8637, -1.7655, 0.4959], [-1.9984, -1.6913, 1.4164], [-0.6888, 2.1163, 0.0553], [0.4079, -0.8606, -0.2222], [1.1564, 1.1728, -0.0154], [-2.4567, -0.2886, -0.0531]], "forces_ev_per_angstrom": [[4.55, 0.17, 1.45], [-0.88, -2.66, 0.38], [-1.13, -4.52, 0.09], [5.68, -0.37, -1.23], [-1.81, -0.66, -1.54], [-3.29, -0.73, 1.41], [-0.53, 2.30, -1.64], [-1.13, 2.49, -2.66], [-1.69, 4.04, 0.08], [-1.07, 0.57, -0.19], [-0.72, 2.49, 1.26], [2.02, -3.13, 2.59]]}